{
  "formula": "C35H58BN6P2STi",
  "method": "wB97M-V/def2-TZVPD",
  "species": ["Ti", "C", "C", "C", "C", "P", "C", "N", "B", "N", "C", "P", "C", "C", "C", "C", "C", "C", "C", "C", "C", "C", "C", "C", "C", "C", "C", "C", "C", "C", "H", "H", "H", "H", "H", "H", "H", "H", "H", "H", "H", "H", "H", "H", "H", "H", "H", "H", "H", "H", "H", "H", "H", "H", "H", "H", "H", "H", "H", "H", "H", "H", "H", "H", "H", "H", "H", "H", "H", "H", "H", "H", "H", "H", "N", "C", "N", "C", "C", "C", "C", "C", "C", "H", "H", "H", "H", "H", "H", "S", "C", "N", "C", "C", "C", "N", "H", "H", "H", "H", "H", "H", "H", "H"],
  "coordinates": [[-0.135, 0.142, -0.072], [-0.244, 3.644, 4.065], [-0.534, 3.004, 2.704], [0.285, 3.740, 1.636], [-2.017, 3.203, 2.368], [-0.052, 1.201, 2.552], [1.789, 1.292, 2.797], [2.472, 1.218, 1.535], [1.982, 0.562, 0.325], [3.133, 0.718, -0.566], [3.170, 0.326, -1.949], [1.416, 0.200, -2.494], [1.047, 1.929, -3.134], [1.580, 2.948, -2.119], [1.628, 2.287, -4.503], [-0.481, 2.075, -3.193], [1.546, -1.016, -3.898], [2.697, -0.767, -4.877], [0.214, -1.079, -4.657], [1.782, -2.394, -3.255], [4.180, 1.387, 0.062], [5.431, 1.756, -0.401], [6.278, 2.442, 0.472], [5.880, 2.734, 1.771], [4.621, 2.355, 2.240], [3.775, 1.690, 1.369], [-0.541, 0.223, 4.080], [0.338, 0.489, 5.311], [-2.001, 0.466, 4.492], [-0.379, -1.248, 3.683], [-0.416, 4.722, 3.983], [0.785, 3.509, 4.402], [-0.911, 3.271, 4.842], [-0.085, 4.767, 1.559], [0.187, 3.287, 0.648], [1.352, 3.782, 1.867], [-2.250, 4.266, 2.480], [-2.682, 2.643, 3.022], [-2.247, 2.913, 1.341], [2.095, 0.482, 3.460], [2.043, 2.222, 3.310], [3.664, -0.639, -2.095], [3.717, 1.053, -2.557], [2.670, 3.004, -2.120], [1.276, 2.742, -1.092], [1.194, 3.935, -2.395], [2.714, 2.178, -4.527], [1.405, 3.337, -4.718], [1.204, 1.696, -5.315], [-0.946, 1.951, -2.208], [-0.946, 1.353, -3.870], [-0.746, 3.076, -3.541], [2.515, 0.070, -5.546], [2.822, -1.659, -5.499], [3.648, -0.598, -4.369], [0.009, -0.165, -5.218], [-0.624, -1.262, -3.983], [0.243, -1.904, -5.375], [2.788, -2.490, -2.841], [1.672, -3.160, -4.029], [1.068, -2.618, -2.465], [5.756, 1.513, -1.406], [7.261, 2.742, 0.133], [6.558, 3.258, 2.432], [4.324, 2.576, 3.258], [0.425, 1.543, 5.561], [1.342, 0.077, 5.212], [-0.124, -0.011, 6.168], [-2.123, 1.444, 4.962], [-2.273, -0.287, 5.237], [-2.695, 0.390, 3.658], [0.635, -1.471, 3.338], [-1.084, -1.522, 2.895], [-0.580, -1.879, 4.555], [-2.958, -2.166, -2.440], [-2.357, -0.985, -2.192], [-1.326, -1.081, -1.411], [-1.233, -2.446, -1.102], [-0.331, -3.100, -0.263], [-0.486, -4.455, -0.098], [-1.517, -5.158, -0.761], [-2.414, -4.519, -1.590], [-2.251, -3.141, -1.738], [-3.739, -2.303, -3.057], [-2.727, -0.056, -2.602], [0.482, -2.575, 0.230], [0.198, -4.997, 0.541], [-1.599, -6.227, -0.617], [-3.195, -5.069, -2.100], [-2.938, -0.046, 1.059], [-4.277, -1.097, 1.108], [-5.500, -0.635, 1.393], [-6.712, -1.457, 1.492], [-6.537, -2.709, 0.656], [-5.236, -3.383, 1.044], [-4.151, -2.416, 0.896], [-5.550, 0.362, 1.524], [-7.552, -0.858, 1.146], [-6.895, -1.718, 2.536], [-6.505, -2.440, -0.403], [-7.379, -3.384, 0.808], [-5.017, -4.238, 0.408], [-5.285, -3.739, 2.076], [-3.204, -2.738, 0.770]],
  "forces_ev_per_angstrom": [[-0.77, -0.07, 0.02], [-0.11, 0.05, 0.04], [0.03, 0.03, 0.03], [0.06, 0.12, -0.04], [0.02, 0.00, 0.01], [0.29, 0.01, -0.17], [-0.03, 0.03, 0.01], [0.07, -0.16, -0.15], [1.45, 0.71, 0.40], [-0.08, -0.12, 0.12], [0.06, -0.01, -0.01], [-0.12, 0.33, 0.39], [-0.10, -0.01, -0.13], [0.03, 0.12, 0.00], [0.07, 0.09, -0.02], [-0.07, -0.02, -0.07], [-0.13, -0.16, -0.13], [0.02, -0.08, -0.12], [0.03, 0.00, -0.10], [0.05, -0.02, -0.04], [-0.14, -0.16, -0.20], [0.10, 0.06, 0.04], [-0.08, -0.05, -0.06], [-0.09, -0.04, 0.03], [0.10, 0.05, -0.03], [-0.27, -0.07, 0.16], [-0.11, 0.04, 0.09], [-0.03, -0.08, 0.10], [0.07, 0.08, 0.05], [-0.01, -0.10, 0.01], [0.01, -0.03, 0.01], [0.00, -0.03, -0.06], [0.02, -0.01, -0.01], [0.05, -0.01, 0.03], [-0.08, -0.06, 0.00], [-0.03, -0.01, 0.02], [-0.04, -0.03, -0.04], [0.01, -0.01, 0.05], [0.05, -0.03, -0.01], [0.04, -0.05, -0.05], [-0.02, 0.03, 0.06], [0.03, -0.01, 0.02], [-0.01, 0.04, -0.01], [-0.03, -0.01, -0.02], [-0.05, -0.07, -0.05], [0.05, -0.01, 0.01], [-0.03, -0.02, 0.02], [0.01, -0.04, 0.02], [-0.03, -0.01, 0.04], [0.04, -0.03, 0.10], [0.05, 0.04, 0.01], [0.02, -0.01, -0.01], [-0.01, 0.01, 0.02], [0.00, 0.04, 0.00], [-0.02, -0.01, 0.01], [0.03, -0.02, 0.03], [0.05, -0.01, 0.00], [0.03, 0.04, -0.01], [-0.03, 0.03, 0.01], [0.05, 0.01, 0.04], [-0.08, 0.02, 0.04], [-0.01, 0.01, 0.03], [-0.01, -0.01, 0.00], [-0.01, -0.01, -0.01], [0.01, 0.00, -0.01], [-0.03, 0.05, -0.02], [-0.03, 0.01, 0.00], [0.03, 0.02, -0.02], [-0.01, -0.02, -0.03], [-0.02, 0.02, -0.01], [0.02, -0.03, -0.03], [-0.01, 0.03, 0.00], [0.00, 0.01, -0.03], [0.03, 0.01, -0.04], [0.06, -0.45, 0.11], [-0.24, 0.51, -0.25], [-0.05, -1.01, -0.06], [0.07, 0.37, 0.07], [0.07, 0.16, 0.06], [-0.24, -0.36, -0.10], [0.25, 0.04, 0.20], [-0.08, 0.12, -0.08], [-0.29, 0.00, -0.34], [-0.01, -0.02, 0.01], [0.02, -0.06, 0.00], [0.03, 0.09, 0.00], [-0.02, -0.01, -0.01], [0.01, 0.01, 0.00], [0.01, 0.04, 0.00], [-0.33, 0.23, 0.12], [0.13, -0.30, -0.06], [-0.02, 0.13, -0.08], [0.21, 0.16, 0.03], [-0.05, -0.01, -0.09], [0.14, 0.10, 0.01], [0.20, 0.02, 0.05], [-0.07, -0.02, 0.04], [-0.02, 0.00, -0.03], [-0.01, -0.01, 0.05], [-0.02, -0.02, 0.00], [0.01, 0.01, 0.02], [0.00, 0.00, -0.04], [-0.01, -0.03, 0.04], [-0.05, -0.07, -0.02]],
  "de_lowest_kcal_mol": 0.00,
  "mol_weight_g_mol": 715.585,
  "homo_lumo_gap_ev": [6.591, 7.317],
  "multiplicity": 3,
  "charge": 1
}